one) A structure of composition C22H19FN3O4PtSe. Source: the Open Molecules 2025 dataset; level of theory: wB97M-V/def2-TZVPD.

Computed properties:
* multiplicity: 1
* E_HOMO: -10.36 eV
* gap between HOMO and LUMO: 0.241 Eh
* total charge: +1

The geometry in XYZ format:
```
51
C22H19FN3O4PtSe | the Open Molecules 2025 dataset | wB97M-V/def2-TZVPD
Pt 1.372 0.311 0.507
O -2.206 3.095 -0.185
C -1.156 2.275 -0.049
O -1.245 1.086 -0.164
C 0.111 3.071 0.234
C -0.013 4.452 0.286
C 1.110 5.224 0.487
C 2.324 4.580 0.590
C 2.398 3.194 0.530
N 1.292 2.433 0.380
C 3.762 2.500 0.592
O 4.840 3.281 0.735
O 3.905 1.321 0.498
H -2.981 2.544 -0.378
H -0.985 4.901 0.170
H 1.043 6.301 0.550
H 3.205 5.191 0.721
H 4.642 4.220 0.808
F 0.719 -4.928 2.970
C 0.783 -3.592 2.923
C -0.396 -2.882 2.745
C -0.324 -1.503 2.674
C 0.907 -0.842 2.788
C 1.003 0.589 2.469
C 2.060 -1.594 3.040
C 2.007 -2.974 3.098
H -1.334 -3.419 2.693
H -1.224 -0.915 2.532
H 1.859 1.095 2.919
H 0.080 1.148 2.629
H 3.009 -1.086 3.154
H 2.889 -3.575 3.271
C 0.451 -1.374 -3.739
N -0.397 -1.708 -2.608
C 0.003 -1.906 -1.343
Se 1.755 -1.825 -0.671
N -1.080 -2.188 -0.605
C -2.223 -2.135 -1.388
C -3.566 -2.325 -1.102
C -4.449 -2.198 -2.161
C -4.007 -1.896 -3.454
C -2.665 -1.710 -3.737
C -1.784 -1.834 -2.673
H 1.478 -1.309 -3.393
H 0.142 -0.415 -4.153
H 0.368 -2.148 -4.500
H -1.010 -2.333 0.392
H -3.909 -2.564 -0.105
H -5.506 -2.341 -1.986
H -4.732 -1.813 -4.252
H -2.325 -1.482 -4.738
```

***

two) A structure of composition C22H19FN3O4PtSe. Source: the Open Molecules 2025 dataset; level of theory: wB97M-V/def2-TZVPD.

Computed properties:
* multiplicity: 1
* E_HOMO: -10.78 eV
* gap between HOMO and LUMO: 0.257 Eh
* total charge: +1

The geometry in XYZ format:
```
51
C22H19FN3O4PtSe | the Open Molecules 2025 dataset | wB97M-V/def2-TZVPD
Pt -0.348 0.847 -0.747
O 3.649 -0.711 -2.624
C 2.628 -0.249 -1.897
O 2.442 0.913 -1.674
C 1.817 -1.391 -1.324
C 2.207 -2.699 -1.579
C 1.520 -3.728 -0.962
C 0.514 -3.414 -0.067
C 0.186 -2.084 0.142
N 0.785 -1.094 -0.526
C -0.778 -1.646 1.229
O -1.636 -2.560 1.694
O -0.743 -0.550 1.710
H 4.159 0.053 -2.937
H 3.037 -2.893 -2.239
H 1.791 -4.759 -1.146
H 0.033 -4.213 0.481
H -1.623 -3.380 1.188
F 1.426 -3.299 -5.374
C 0.732 -2.366 -4.699
C -0.345 -2.765 -3.931
C -1.039 -1.801 -3.217
C -0.667 -0.457 -3.266
C -1.388 0.568 -2.468
C 0.412 -0.095 -4.075
C 1.121 -1.043 -4.796
H -0.630 -3.808 -3.911
H -1.897 -2.092 -2.620
H -2.395 0.257 -2.194
H -1.419 1.523 -2.992
H 0.697 0.949 -4.137
H 1.953 -0.774 -5.432
C -3.073 1.671 2.330
N -1.771 2.320 2.383
C -1.088 2.814 1.346
Se -1.613 2.870 -0.465
N 0.087 3.279 1.803
C 0.174 3.088 3.175
C 1.160 3.395 4.104
C 0.893 3.057 5.417
C -0.308 2.435 5.790
C -1.286 2.132 4.863
C -1.017 2.475 3.544
H -3.360 1.570 1.288
H -3.805 2.274 2.864
H -2.992 0.683 2.779
H 0.771 3.696 1.193
H 2.084 3.877 3.819
H 1.627 3.280 6.178
H -0.472 2.192 6.830
H -2.213 1.656 5.151
```

***

Energy relative to the most stable one, in hartree: one) 0.0181; two) 0.0000

***

one) The molecule FH2O2P. Source: the Open Molecules 2025 dataset; level of theory: wB97M-V/def2-TZVPD.

Computed properties:
* multiplicity: 1
* E_HOMO: -10.85 eV
* gap between HOMO and LUMO: 0.378 Eh
* total charge: 0

The geometry in XYZ format:
```
6
FH2O2P | the Open Molecules 2025 dataset | wB97M-V/def2-TZVPD
F 2.311 -0.684 -0.259
O 0.982 -0.644 -0.050
O 0.268 0.615 -0.669
P -1.283 0.734 -0.152
H -1.332 -0.640 -0.054
H -0.946 0.621 1.182
```

***

two) A cluster of 2 separate species, FH2O2P in total. Source: the Open Molecules 2025 dataset; level of theory: wB97M-V/def2-TZVPD.

Computed properties:
* multiplicity: 1
* E_HOMO: -11.33 eV
* gap between HOMO and LUMO: 0.398 Eh
* total charge: 0

The geometry in XYZ format:
```
6
FH2O2P | the Open Molecules 2025 dataset | wB97M-V/def2-TZVPD
O -0.316 -0.585 0.056
P -1.748 -0.438 0.067
O -1.839 1.174 -0.046
H -1.018 1.649 0.088
F 2.802 -1.115 0.103
H 2.119 -0.685 -0.267
```

***

Energy relative to the most stable one, in hartree: one) 0.2945; two) 0.0000